Entry 1:
7 unconnected molecules or ions with the total composition C28H35N7. Source: the Open Molecules 2025 dataset; level of theory: wB97M-V/def2-TZVPD.

Results
LUMO level (spin up / spin down)	-0.130 / -0.271	Eh
charge	+1
2S+1	2
gap between HOMO and LUMO (spin up / spin down)	5.713 / 1.861	eV

Last columns: bonded neighbours and bond lengths (Å).
Element x y z (Å)
1 N -4.2339 -29.5633 0.6964  C2 1.363, C5 1.371, H6 1.010
2 C -5.1756 -28.5934 0.5219  N1 1.363, C3 1.402, H7 1.080
3 C -6.0132 -28.8802 -0.5658  C2 1.402, C4 1.374, H8 1.080
4 C -5.5743 -30.1211 -0.9608  C3 1.374, C5 1.386, H9 1.080
5 C -4.4074 -30.4827 -0.3056  N1 1.371, C4 1.386, H10 1.080
6 H -3.4311 -29.4786 1.3034  N1 1.010
7 H -5.1502 -27.7834 1.2358  C2 1.080
8 H -6.8841 -28.4365 -1.0252  C3 1.080
9 H -5.9376 -30.7737 -1.7409  C4 1.080
10 H -3.7950 -31.3700 -0.3689  C5 1.080
11 N -1.1534 -25.8944 7.7918  C12 1.374, C15 1.368, H16 1.010
12 C -2.1622 -26.3793 6.9953  N11 1.374, C13 1.374, H17 1.080
13 C -3.0232 -25.3401 6.7380  C12 1.374, C14 1.356, H18 1.080
14 C -2.5593 -24.2923 7.4634  C13 1.356, C15 1.350, H19 1.080
15 C -1.4093 -24.5883 8.1060  N11 1.368, C14 1.350, H20 1.080
16 H -0.3218 -26.3940 8.0726  N11 1.010
17 H -2.1671 -27.4188 6.7026  C12 1.080
18 H -3.8263 -25.3574 6.0162  C13 1.080
19 H -3.0291 -23.3203 7.4918  C14 1.080
20 H -0.7218 -24.0438 8.7363  C15 1.080
21 N -9.6913 -26.8109 2.0038  C22 1.373, C25 1.340, H26 1.010
22 C -8.6721 -27.1377 1.1436  N21 1.373, C23 1.401, H27 1.080
23 C -8.5883 -26.1705 0.1333  C22 1.401, C24 1.460, H28 1.080
24 C -9.6511 -25.2001 0.3794  C23 1.460, C25 1.395, H29 1.080
25 C -10.2019 -25.6467 1.5804  N21 1.340, C24 1.395, H30 1.080
26 H -10.1424 -27.4070 2.6830  N21 1.010
27 H -8.1702 -28.0902 1.2290  C22 1.080
28 H -7.8868 -26.1358 -0.6871  C23 1.080
29 H -9.9694 -24.3234 -0.1650  C24 1.080
30 H -10.9874 -25.1675 2.1459  C25 1.080
31 N -11.7136 -20.4792 2.6520  C32 1.348, C35 1.412, H36 1.010
32 C -11.0222 -21.5953 2.3468  N31 1.348, C33 1.409, H37 1.080
33 C -10.1410 -21.9793 3.3773  C32 1.409, C34 1.403, H38 1.080
34 C -10.2880 -21.0039 4.3749  C33 1.403, C35 1.450, H39 1.080
35 C -11.2880 -20.0527 3.9289  N31 1.412, C34 1.450, H40 1.080
36 H -12.3653 -20.0628 2.0023  N31 1.010
37 H -11.2461 -22.1764 1.4644  C32 1.080
38 H -9.4634 -22.8147 3.2798  C33 1.080
39 H -9.7889 -20.8576 5.3214  C34 1.080
40 H -11.7484 -19.1545 4.3133  C35 1.080
41 N -2.2755 -29.7199 3.6541  C42 1.357, C45 1.320, H46 1.010
42 C -1.4921 -29.3137 2.6232  N41 1.357, C43 1.370, H47 1.080
43 C -1.8718 -28.0448 2.2733  C42 1.370, C44 1.449, H48 1.080
44 C -3.0105 -27.7742 3.1284  C43 1.449, C45 1.380, H49 1.080
45 C -3.2723 -28.8900 3.8974  N41 1.320, C44 1.380, H50 1.080
46 H -2.1550 -30.6431 4.0456  N41 1.010
47 H -0.6946 -29.9410 2.2532  C42 1.080
48 H -1.5588 -27.4235 1.4472  C43 1.080
49 H -3.5765 -26.8544 3.1197  C44 1.080
50 H -4.0811 -29.1911 4.5466  C45 1.080
51 N -7.3110 -25.0188 2.8091  C52 1.398, C55 1.368, H56 1.010
52 C -5.9837 -24.8677 2.3981  N51 1.398, C53 1.352, H57 1.080
53 C -5.2331 -24.4344 3.4359  C52 1.352, C54 1.394, H58 1.080
54 C -6.0634 -24.2069 4.5321  C53 1.394, C55 1.395, H59 1.080
55 C -7.3237 -24.6454 4.1254  N51 1.368, C54 1.395, H60 1.080
56 H -8.0624 -25.3624 2.2284  N51 1.010
57 H -5.7230 -25.1566 1.3907  C52 1.080
58 H -4.1606 -24.3326 3.5124  C53 1.080
59 H -5.8039 -23.7032 5.4515  C54 1.080
60 H -8.2434 -24.7394 4.6836  C55 1.080
61 N -6.1452 -21.1022 8.8454  C62 1.347, C65 1.352, H66 1.010
62 C -7.4849 -21.1992 8.7479  N61 1.347, C63 1.319, H67 1.080
63 C -7.7977 -21.7224 7.5782  C62 1.319, C64 1.354, H68 1.080
64 C -6.7121 -21.6542 6.7718  C63 1.354, C65 1.371, H69 1.080
65 C -5.6668 -21.5044 7.6469  N61 1.352, C64 1.371, H70 1.080
66 H -5.6442 -21.0116 9.7177  N61 1.010
67 H -8.1465 -21.1060 9.5965  C62 1.080
68 H -8.7538 -22.0530 7.2001  C63 1.080
69 H -6.8302 -21.9400 5.7370  C64 1.080
70 H -4.5960 -21.4736 7.5097  C65 1.080

How is the electron density shared among the atoms? According to natural (NBO), the charges in e are:
1. N -0.507
2. C -0.074
3. C -0.333
4. C -0.300
5. C -0.089
6. H 0.436
7. H 0.208
8. H 0.222
9. H 0.215
10. H 0.210
11. N -0.499
12. C -0.066
13. C -0.320
14. C -0.293
15. C -0.088
16. H 0.413
17. H 0.210
18. H 0.226
19. H 0.201
20. H 0.214
21. N -0.519
22. C -0.082
23. C -0.311
24. C -0.308
25. C -0.104
26. H 0.434
27. H 0.248
28. H 0.244
29. H 0.222
30. H 0.194
31. N -0.536
32. C 0.193
33. C -0.173
34. C -0.216
35. C 0.202
36. H 0.459
37. H 0.247
38. H 0.278
39. H 0.279
40. H 0.254
41. N -0.498
42. C -0.106
43. C -0.313
44. C -0.320
45. C -0.070
46. H 0.414
47. H 0.221
48. H 0.238
49. H 0.227
50. H 0.222
51. N -0.538
52. C -0.078
53. C -0.302
54. C -0.321
55. C -0.090
56. H 0.442
57. H 0.217
58. H 0.232
59. H 0.238
60. H 0.191
61. N -0.497
62. C -0.077
63. C -0.310
64. C -0.330
65. C -0.044
66. H 0.426
67. H 0.208
68. H 0.193
69. H 0.225
70. H 0.209

Entry 2:
A gas-phase ion, C28H35OSi (charge +1). Source: the Open Molecules 2025 dataset; level of theory: wB97M-V/def2-TZVPD.

Results
LUMO level	-0.218	Eh
charge	+1
gap between HOMO and LUMO	4.994	eV

Last columns: bonded neighbours and bond lengths (Å).
Element x y z (Å)
1 C -5.7015 -0.4373 2.2426  C2 1.536, H11 1.094, H12 1.099, H13 1.096
2 C -5.5557 0.8983 1.4973  C1 1.536, C3 1.533, C4 1.529, Si5 1.920
3 C -5.9737 0.6973 0.0362  C2 1.533, H14 1.092, H15 1.095, H16 1.098
4 C -6.4677 1.9391 2.1483  C2 1.529, H17 1.088, H18 1.094, H19 1.089
5 Si -3.7188 1.4516 1.5658  C2 1.920, C6 1.874, C7 1.875, C8 1.940
6 C -3.5549 3.0396 0.5848  Si5 1.874, H20 1.105, H21 1.102, H22 1.105
7 C -3.2640 1.7251 3.3641  Si5 1.875, H23 1.104, H24 1.105, H25 1.102
8 C -2.5662 0.0779 0.8255  Si5 1.940, C9 1.482, H26 1.096, H27 1.118
9 C -1.1239 0.3777 0.6660  C8 1.482, C10 1.540, H28 1.088
10 C 0.0921 -0.4164 1.1776  C9 1.540, H29 1.121, H30 1.098, C40 1.549
11 H -5.4128 -0.3647 3.2956  C1 1.094
12 H -6.7460 -0.7800 2.2278  C1 1.099
13 H -5.0995 -1.2439 1.8079  C1 1.096
14 H -5.9136 1.6199 -0.5445  C3 1.092
15 H -5.3651 -0.0449 -0.4912  C3 1.095
16 H -7.0146 0.3538 -0.0292  C3 1.098
17 H -6.4260 2.9030 1.6452  C4 1.088
18 H -7.5113 1.6112 2.1162  C4 1.094
19 H -6.2260 2.1160 3.1950  C4 1.089
20 H -2.4834 3.3057 0.5461  C6 1.105
21 H -3.9299 2.8885 -0.4398  C6 1.102
22 H -4.1071 3.8715 1.0583  C6 1.105
23 H -2.1839 1.9476 3.4056  C7 1.104
24 H -3.8133 2.5690 3.8199  C7 1.105
25 H -3.4689 0.8049 3.9349  C7 1.102
26 H -2.7271 -0.8107 1.4457  C8 1.096
27 H -3.0648 -0.0986 -0.1596  C8 1.118
28 H -0.9835 1.3829 0.2743  C9 1.088
29 H 0.8449 0.3728 1.4350  C10 1.121
30 H -0.3379 -0.8402 2.0943  C10 1.098
31 C 6.6869 2.5527 -4.3666  C32 1.387, C50 1.403, H51 1.087
32 C 6.8585 1.1871 -4.1911  C31 1.387, C33 1.414, H52 1.095
33 C 5.7501 0.3132 -4.2732  C32 1.414, C34 1.414, H53 1.092
34 C 4.4759 0.8968 -4.4628  C33 1.414, O35 1.407, C49 1.394
35 O 3.2999 0.1363 -4.3285  C34 1.407, C36 1.397
36 C 2.8588 -0.2043 -3.0473  O35 1.397, C37 1.403, C48 1.417
37 C 1.4708 -0.1662 -2.8470  C36 1.403, C38 1.353, H54 1.122
38 C 0.9389 -0.6386 -1.6956  C37 1.353, C39 1.393, H55 1.121
39 C 1.7205 -1.1237 -0.6490  C38 1.393, C40 1.541, C47 1.421
40 C 0.9201 -1.5833 0.5850  C10 1.549, C39 1.541, C41 1.621, H56 1.118
41 C 1.8675 -2.6106 1.4058  C40 1.621, C42 1.375, C46 1.431
42 C 1.5729 -2.7080 2.7452  C41 1.375, C43 1.401, H57 1.091
43 C 2.2612 -3.5795 3.6001  C42 1.401, C44 1.402, H58 1.097
44 C 3.2395 -4.4547 3.1084  C43 1.402, C45 1.411, H59 1.096
45 C 3.5002 -4.4526 1.7215  C44 1.411, C46 1.423, H60 1.094
46 C 2.7967 -3.5569 0.8682  C41 1.431, C45 1.423, H61 1.108
47 C 3.1284 -1.1673 -0.8328  C39 1.421, C48 1.400, H62 1.107
48 C 3.7026 -0.6645 -2.0063  C36 1.417, C47 1.400, H63 1.118
49 C 4.3200 2.2463 -4.7744  C34 1.394, C50 1.402, H64 1.095
50 C 5.4310 3.0962 -4.6758  C31 1.403, C49 1.402, H65 1.084
51 H 7.5434 3.2109 -4.2490  C31 1.087
52 H 7.8368 0.7387 -3.9873  C32 1.095
53 H 5.8220 -0.7670 -4.1312  C33 1.092
54 H 0.8240 0.2543 -3.6623  C37 1.122
55 H -0.1647 -0.5965 -1.5066  C38 1.121
56 H 0.1022 -2.2623 0.2393  C40 1.118
57 H 0.7567 -2.0930 3.1265  C42 1.091
58 H 2.0015 -3.5534 4.6651  C43 1.097
59 H 3.7661 -5.1442 3.7785  C44 1.096
60 H 4.2460 -5.1551 1.3375  C45 1.094
61 H 3.0375 -3.6495 -0.2089  C46 1.108
62 H 3.7975 -1.5575 -0.0420  C47 1.107
63 H 4.8109 -0.6508 -2.1490  C48 1.118
64 H 3.3209 2.6298 -5.0052  C49 1.095
65 H 5.3028 4.1608 -4.8346  C50 1.084

How is the electron density shared among the atoms? According to natural (NBO), the charges in e are:
1. C -0.617
2. C -0.466
3. C -0.615
4. C -0.614
5. Si 1.742
6. C -1.149
7. C -1.144
8. C -0.978
9. C 0.396
10. C -0.525
11. H 0.213
12. H 0.227
13. H 0.198
14. H 0.214
15. H 0.194
16. H 0.228
17. H 0.215
18. H 0.227
19. H 0.216
20. H 0.233
21. H 0.252
22. H 0.273
23. H 0.237
24. H 0.271
25. H 0.250
26. H 0.266
27. H 0.348
28. H 0.206
29. H 0.269
30. H 0.267
31. C -0.221
32. C -0.196
33. C -0.267
34. C 0.283
35. O -0.499
36. C 0.331
37. C -0.275
38. C -0.132
39. C -0.101
40. C -0.218
41. C 0.071
42. C -0.241
43. C -0.199
44. C -0.199
45. C -0.198
46. C -0.244
47. C -0.184
48. C -0.270
49. C -0.251
50. C -0.188
51. H 0.224
52. H 0.225
53. H 0.229
54. H 0.239
55. H 0.174
56. H 0.224
57. H 0.188
58. H 0.224
59. H 0.231
60. H 0.231
61. H 0.235
62. H 0.240
63. H 0.247
64. H 0.229
65. H 0.224

Quick rundown of energy above the lowest of the compared OMol25 structures with the same formula, charge and spin, same order as above: 82.8, 306.1 kJ/mol
Quick rundown of molecular weight, same order as above: 469.64, 415.67 g/mol